ORCA calculation (ωB97M-V/def2-TZVPD) on a cluster of 6 separate species, C11H33NO6 in total in a non-equilibrium geometry.

The geometry in XYZ format:
```
51
Properties=species:S:1:pos:R:3:nbo_charge:R:1
C 3.2489 1.8826 0.8557 -0.62
C 2.0648 1.9372 -0.0660 0.13
C 0.7908 2.4153 0.7851 -0.66
C 2.2487 2.9158 -1.2202 -0.40
C 1.1933 2.7441 -2.3025 -0.40
C 1.1565 1.3493 -2.8687 -0.41
C 0.9541 0.2687 -1.7569 0.15
C -0.5039 0.2062 -1.3463 -0.65
C 1.3581 -1.1459 -2.2250 -0.65
N 1.9617 0.6136 -0.6953 -0.20
O 1.7940 -0.3079 0.4029 -0.62
H 4.0325 1.2962 0.3431 0.22
H 3.6939 2.8852 1.0426 0.21
H 2.9747 1.3134 1.7601 0.23
H -0.0770 2.5754 0.1675 0.20
H 0.4998 1.7051 1.5427 0.23
H 1.1490 3.3413 1.2034 0.21
H 2.1714 3.8935 -0.7943 0.20
H 3.2698 2.9091 -1.6748 0.21
H 0.2304 3.1131 -1.9736 0.20
H 1.4405 3.4530 -3.1537 0.21
H 2.0064 1.0865 -3.5015 0.21
H 0.2673 1.3076 -3.5029 0.20
H -0.8564 1.1904 -1.0836 0.21
H -0.6637 -0.5599 -0.5661 0.21
H -1.0331 -0.1419 -2.2172 0.22
H 2.4029 -0.9571 -2.4630 0.22
H 0.8387 -1.3551 -3.1248 0.22
H 1.3408 -1.6805 -1.2640 0.23
H 0.8414 -0.1094 0.6710 0.47
C 0.4830 -0.6652 4.0112 -0.63
C -0.9732 -0.5552 3.4078 -0.05
O -0.9706 -0.0117 2.1108 -0.77
H 0.5605 -1.1821 4.9514 0.21
H 0.9238 0.3342 4.1471 0.20
H 1.1022 -1.2371 3.3747 0.21
H -1.5664 0.0409 4.0951 0.15
H -1.3719 -1.5480 3.3735 0.16
H -1.5756 -0.5355 1.5769 0.51
O -1.0861 -3.3779 -1.4364 -0.96
H -0.1493 -3.4818 -1.3528 0.48
H -1.4509 -4.2520 -1.2784 0.50
O -5.1938 -0.9639 0.3183 -0.95
H -6.1508 -0.8221 0.1154 0.48
H -5.2698 -0.7546 1.2540 0.47
O -3.2027 -4.8303 -0.0851 -0.97
H -4.1428 -4.9784 -0.3084 0.48
H -3.1698 -4.0002 0.4138 0.49
O -2.4527 -1.7330 0.4781 -1.01
H -3.2849 -1.4960 0.0327 0.50
H -1.8547 -2.0947 -0.1735 0.51
```

The calculation puts the HOMO energy at -0.304 hartree. Its SMILES is CC1(C)CCCC(C)(C)N1O.CCO.O.O.O.O. As for the multiplicity: 1. For the lowest unoccupied orbital energy, the calculation gives 0.13 eV. For the orbital gap, the calculation gives 8.4 eV. The relative energy (zero: lowest compared OMol25 entry of this formula, charge and spin) comes out at 0.4586 eV. Its total energy is -25715.9163 eV.

=====

ORCA calculation (ωB97M-V/def2-TZVPD) on a structure of composition C11H34N8O5Rb in a non-equilibrium geometry.

The geometry in XYZ format:
```
59
Properties=species:S:1:pos:R:3:nbo_charge:R:1
Rb 0.9823 1.1557 -1.1172 0.99
C -3.0233 2.4354 3.1267 -0.61
C -3.7277 2.2281 1.8072 -0.06
C -5.2760 2.0759 1.7890 -0.07
O -5.9747 3.2612 2.1056 -0.57
C -7.4327 3.1291 1.8664 -0.25
N -3.4175 3.3385 0.9245 -0.84
H -3.3235 1.6653 3.8372 0.21
H -3.3823 3.3720 3.5534 0.21
H -1.9521 2.5496 2.9605 0.21
H -3.2146 1.3664 1.3804 0.17
H -5.5388 1.3597 2.5675 0.17
H -5.5467 1.7526 0.7838 0.16
H -7.9715 3.5999 2.6887 0.20
H -7.7782 2.0966 1.8138 0.18
H -7.6210 3.5746 0.8896 0.18
H -3.8869 4.1593 1.2795 0.36
H -3.9169 3.1942 0.0585 0.35
C 4.5092 -3.6014 0.1690 -0.61
C 4.0903 -4.1570 -1.1994 -0.06
C 3.2633 -5.4722 -1.2512 -0.06
O 4.0784 -6.6043 -0.8452 -0.55
C 3.3728 -7.6209 -0.1424 -0.24
N 3.5211 -3.1115 -2.0033 -0.84
H 3.6242 -3.6005 0.8054 0.20
H 4.9461 -2.6074 0.0726 0.20
H 5.3154 -4.2658 0.4798 0.23
H 5.0296 -4.4019 -1.6951 0.16
H 2.7350 -5.6059 -2.1952 0.17
H 2.4637 -5.3250 -0.5252 0.16
H 4.0457 -8.4371 0.1205 0.20
H 2.6124 -7.9358 -0.8570 0.17
H 2.9563 -7.2139 0.7790 0.17
H 3.5101 -3.3084 -2.9938 0.36
H 4.2751 -2.4433 -1.9311 0.35
C 4.0608 0.9867 4.0760 0.74
O 3.3026 1.5675 3.3097 -0.72
N 5.3249 1.3004 4.0242 -0.83
N 3.8331 0.0267 4.8271 -0.78
H 5.8497 0.9486 4.8122 0.38
H 5.5599 1.9929 3.3276 0.42
H 2.9819 -0.5067 4.7223 0.41
H 4.6355 -0.4124 5.2554 0.39
C 0.6516 6.2770 -2.8416 0.75
O 0.4450 5.2214 -3.4585 -0.69
N 1.3950 7.2495 -3.1960 -0.81
N 0.1237 6.6088 -1.6812 -0.83
H 2.0507 7.2453 -3.9642 0.41
H 1.3260 8.1653 -2.7755 0.38
H -0.1705 5.8258 -1.1151 0.40
H 0.3129 7.5410 -1.3416 0.39
C -2.8307 -2.0929 -4.0011 0.76
O -2.4356 -0.9764 -3.8265 -0.69
N -2.0157 -3.1051 -4.2672 -0.83
N -4.1066 -2.4203 -4.0295 -0.83
H -2.4352 -4.0083 -4.4359 0.38
H -1.0140 -2.9772 -4.2478 0.41
H -4.8404 -1.7622 -3.8090 0.41
H -4.3513 -3.2976 -4.4661 0.38
```

The calculation puts the HOMO energy at -0.413 hartree. As for the multiplicity: 1. For the lowest unoccupied orbital energy, the calculation gives -3.18 eV. For the orbital gap, the calculation gives 8.1 eV. The relative energy (zero: lowest compared OMol25 entry of this formula, charge and spin) comes out at 4.8506 eV. Its net charge is +1. Its total energy is -34766.2715 eV.

=====

ORCA calculation (ωB97M-V/def2-TZVPD) on a cluster of 7 separate species, C11H35ClO10 in total in a non-equilibrium geometry.

The geometry in XYZ format:
```
57
Properties=species:S:1:pos:R:3:nbo_charge:R:1
O 10.7520 -3.7186 2.0627 -0.74
H 10.7349 -3.8599 1.1133 0.58
H 11.6514 -3.7695 2.3944 0.57
H 10.1949 -4.3450 2.5305 0.58
Cl 4.3144 -7.1994 0.7415 2.53
O 5.0338 -6.0806 1.2749 -0.89
O 5.1144 -8.0142 -0.1413 -0.88
O 3.8539 -8.0358 1.8518 -0.89
O 3.1493 -6.7135 0.0129 -0.88
C 9.0740 -0.5676 -4.8176 -0.65
C 9.5231 -2.0619 -4.6524 0.10
C 10.0055 -2.7073 -5.9681 -0.64
O 10.5438 -2.1617 -3.6916 -0.73
H 8.3117 -0.2489 -4.1067 0.22
H 8.6045 -0.4078 -5.7883 0.21
H 9.8433 0.1977 -4.9212 0.21
H 8.6470 -2.6429 -4.3644 0.18
H 10.5208 -3.6492 -5.7796 0.22
H 10.6531 -2.0455 -6.5433 0.20
H 9.1492 -2.8102 -6.6345 0.22
H 11.3470 -1.7524 -4.0216 0.46
C 9.6272 2.1125 8.8377 -0.63
C 11.0483 1.6900 8.4467 0.10
C 11.2294 0.2251 7.9445 -0.65
O 11.6692 2.6102 7.5806 -0.71
H 9.7066 3.0976 9.2974 0.22
H 9.0901 1.4559 9.5222 0.22
H 8.9954 2.1861 7.9526 0.20
H 11.5864 1.7211 9.3941 0.17
H 10.6964 -0.0443 7.0327 0.19
H 10.9375 -0.5025 8.7018 0.22
H 12.2836 -0.0331 7.8436 0.22
H 11.3848 2.4065 6.6866 0.46
C 13.2022 -9.5327 -1.3305 -0.62
C 12.0695 -8.9974 -2.1484 0.10
C 11.1456 -10.1220 -2.6852 -0.64
O 11.2033 -8.3029 -1.2986 -0.75
H 13.8540 -8.7227 -1.0030 0.21
H 13.7116 -10.2359 -1.9893 0.21
H 12.9451 -10.0812 -0.4243 0.22
H 12.3849 -8.3255 -2.9467 0.16
H 10.7394 -10.6745 -1.8379 0.21
H 11.7291 -10.8267 -3.2776 0.21
H 10.3847 -9.6948 -3.3384 0.22
H 10.3061 -8.6358 -1.3743 0.48
C 10.2128 -9.2226 4.6845 -0.25
O 9.9170 -8.0461 5.3861 -0.74
H 10.1288 -10.0890 5.3406 0.17
H 9.6123 -9.3780 3.7882 0.17
H 11.2593 -9.1904 4.3811 0.17
H 9.0282 -8.0403 5.7486 0.48
C 16.3295 -3.3822 1.9727 -0.25
O 15.4195 -3.9658 2.9388 -0.77
H 17.0302 -2.7921 2.5634 0.18
H 16.9165 -4.1195 1.4249 0.17
H 15.8780 -2.8166 1.1577 0.19
H 15.8120 -4.5312 3.6080 0.48
```

The calculation puts the HOMO energy at -0.267 hartree. As for the multiplicity: 1. For the lowest unoccupied orbital energy, the calculation gives -3.04 eV. For the orbital gap, the calculation gives 4.2 eV. The relative energy (zero: lowest compared OMol25 entry of this formula, charge and spin) comes out at 3.5444 eV. Its total energy is -44957.8280 eV.

=====

Question: What is the total energy in the second record?
Answer: -34766.2715 eV